Entry 1:
This record from the OMol25 dataset describes 2 unconnected molecules or ions with the total composition C2HNOS in a non-equilibrium geometry. The level of theory is ωB97M-V/def2-TZVPD.

Geometry (Å):
H  -1.671  1.243  -0.596
S  -4.709  0.260  0.221
C  -1.550  -0.864  -0.339
O  -1.536  -2.028  -0.101
C  -3.930  1.523  0.169
N  -1.334  0.331  -0.343

Its HOMO-LUMO gap (spin up / spin down) is 0.24731 / 0.26703 Ha. As for the multiplicity: 3. The LUMO energy (spin up / spin down) is -0.029 / -0.134 Ha. For the molar mass, the calculation gives 87.103 g mol⁻¹. The expectation value of S² is 2.025. The charge is 0.

=====

Entry 2:
This record from the OMol25 dataset describes 2 unconnected molecules or ions with the total composition C2HO2S2 in a non-equilibrium geometry. The level of theory is ωB97M-V/def2-TZVPD.

Geometry (Å):
S  -0.858  -1.491  -0.692
S  -1.936  0.137  -0.096
H  0.445  0.397  -0.088
C  -2.501  -1.939  2.364
C  -0.294  0.262  -0.917
O  -3.307  -2.596  1.881
O  -1.749  -1.297  2.944

Its HOMO-LUMO gap (spin up / spin down) is 0.13967 / 0.19679 Ha. As for the multiplicity: 3. The LUMO energy (spin up / spin down) is 0.121 / 0.106 Ha. For the molar mass, the calculation gives 121.162 g mol⁻¹. The expectation value of S² is 2.010. The charge is -1.

=====

Entry 3:
This record from the OMol25 dataset describes a gas-phase ion, C2HO3S (charge -1) in a non-equilibrium geometry. The level of theory is ωB97M-V/def2-TZVPD.

Geometry (Å):
S  0.985  -1.816  0.394
H  -0.521  -0.049  -0.493
C  1.762  0.734  0.373
O  2.638  -0.023  0.838
O  1.627  1.964  0.344
C  0.547  -0.275  -0.072
O  -0.208  -2.732  -0.017

Its HOMO-LUMO gap is 0.30959 Ha. The LUMO energy is 0.134 Ha. For the molar mass, the calculation gives 105.094 g mol⁻¹. The charge is -1.